Formula: C8H12F6S
Source: OMol25
Level of theory: ωB97M-V/def2-TZVPD

Geometry as XYZ:
```
27
Properties=species:S:1:pos:R:3:forces:R:3:lowdin_charge:R:1
C -2.734548 -0.767570 1.709313 0.5 -0.2 -1.0 -0.0772
C -1.840657 -1.208644 0.404580 -1.6 -1.8 -0.1 -0.4187
F -2.631724 -1.281600 -0.849409 1.8 0.7 2.9 -0.1080
S -0.402681 0.021892 0.144187 0.1 0.0 0.0 1.0908
C 1.117141 -1.103560 0.129099 0.8 -2.1 -0.5 -0.3022
C 1.601069 -1.459170 1.668131 -1.3 0.4 0.5 -0.1245
F 1.867621 -0.235026 2.501480 -0.4 -2.5 -2.2 -0.1535
C -0.751539 0.769690 -1.534083 -0.6 -0.4 -2.0 -0.3408
C 0.239970 1.996913 -1.977345 -0.2 -0.1 1.1 -0.1408
C 1.163316 2.615365 -0.768471 1.0 -1.3 0.4 -0.1028
F 0.459380 3.395533 0.313737 2.2 -0.8 -3.9 -0.0598
C 2.655727 2.462014 -0.725537 -0.5 1.3 -0.1 0.0304
F 3.493474 3.548448 -1.358378 -2.0 -3.4 3.6 -0.0135
F 3.390901 1.344913 -0.089078 -2.2 3.7 -3.6 0.0135
H -2.754633 0.403828 1.744575 -0.3 -2.3 0.2 0.0821
H -3.808416 -1.255031 1.563532 2.4 1.2 0.4 0.1189
H -2.188452 -1.241676 2.658853 -1.3 1.2 -2.1 0.1120
H -1.386616 -2.292020 0.568088 -0.7 1.0 -0.8 0.0885
H 0.730335 -2.138994 -0.323385 0.7 2.0 1.0 0.1289
H 1.975809 -0.742370 -0.577983 -1.8 -0.2 1.5 0.1052
H 2.548863 -2.168898 1.675594 -2.1 1.8 -0.1 0.1530
H 0.662194 -1.979140 2.187290 2.3 1.0 -1.0 0.1404
H -0.636185 -0.098833 -2.332246 -0.5 1.8 1.7 0.1279
H -1.882062 1.142967 -1.523153 2.5 -1.1 0.3 0.1334
H -0.443482 2.889958 -2.377427 1.6 -1.8 1.1 0.1526
H 0.852137 1.633246 -2.918690 -0.8 0.9 2.3 0.1383
F -1.296945 -4.252235 0.086726 0.3 1.3 0.3 -0.7742
```
Positions in Å, forces in eV/Å.

=====

24
Properties=species:S:1:pos:R:3:forces:R:3:lowdin_charge:R:1 method="wB97M-V/def2-TZVPD" spin_multiplicity=6 charge=-1 s_squared=8.86
C 0.978281 0.784671 -2.058446 -0.3 0.8 -1.2 -0.3007
C 0.257073 0.374764 -3.180772 0.7 0.2 0.1 -0.2984
C -0.299822 -0.921218 -3.238530 -0.7 0.0 -0.1 -0.2447
C -0.083813 -1.827824 -2.162466 1.0 0.0 0.1 -0.2849
C 0.753550 -1.472558 -1.087373 -1.0 -1.2 -0.3 -0.2113
Mn 0.003783 0.151371 -0.592917 0.3 0.2 0.0 0.3917
P -0.011814 2.573049 0.056208 -0.3 0.5 -0.1 0.7126
H 1.531820 1.727614 -2.058664 0.1 -0.2 -0.4 -0.0074
H 0.144166 1.048043 -4.048654 0.3 -0.5 0.2 0.0771
H -0.740523 -1.266337 -4.176266 -0.3 0.1 0.4 0.0617
H 1.161933 -2.211729 -0.390209 -0.2 0.1 -0.2 0.0238
H -0.529249 -2.834333 -2.209101 0.5 0.2 -0.3 0.0740
H -1.008633 3.237966 0.834677 0.5 0.1 -0.1 -0.1313
H 0.189716 3.537381 -0.980742 -0.2 -0.3 0.5 -0.1057
H 1.150987 2.866715 0.840182 -0.3 0.2 -0.1 -0.1232
N -0.136066 -0.198708 3.547059 -0.3 -0.8 -1.3 0.0148
C -0.771251 -1.418765 3.248147 0.6 1.1 0.0 -0.2084
C -0.880099 -1.469598 1.888663 0.7 1.1 0.3 -0.1373
N -0.328215 -0.301864 1.345372 -0.1 -0.1 2.0 -0.0971
C 0.134275 0.428126 2.380536 -0.9 -1.3 0.0 -0.3636
H 0.143269 0.181038 4.455054 -0.1 0.0 0.3 -0.0251
H -1.048678 -2.128890 4.012633 0.0 0.2 -0.1 0.0731
H -1.269750 -2.242923 1.247160 0.0 0.0 0.0 0.0972
H 0.659054 1.384007 2.328442 -0.3 -0.5 0.2 0.0132

=====

Formula: C8H12N2
Source: OMol25
Level of theory: ωB97M-V/def2-TZVPD

Geometry as XYZ:
```
22
Properties=species:S:1:pos:R:3:forces:R:3:lowdin_charge:R:1
C 1.248260 1.476616 3.094137 -0.5 -0.1 -0.1 -0.1554
C 0.127618 1.046998 2.444994 0.1 0.2 0.5 -0.0551
C 1.953310 0.474685 1.355560 -0.1 0.0 0.2 -0.1490
C -0.773247 -1.063428 -0.288748 -0.2 -0.8 0.3 -0.3308
C -0.146294 -0.115474 0.331587 -0.7 0.7 -1.9 0.0340
C -0.969069 -2.444147 0.308970 0.1 0.2 0.0 -0.0484
C -1.403279 -0.856196 -1.639728 0.1 0.2 0.0 -0.0591
C 0.434589 1.863537 -2.990371 0.1 0.0 -0.1 0.0768
N 2.368364 1.114481 2.405783 0.4 0.0 -0.1 0.0529
N 0.570530 0.382798 1.317025 1.1 0.1 1.3 -0.0727
H 1.314656 2.020871 4.014876 -0.1 0.1 0.2 0.0926
H -0.913204 1.147505 2.673724 -0.2 0.0 -0.1 0.1124
H 2.576239 0.056045 0.591898 0.0 -0.1 -0.3 0.1220
H -0.590666 -3.199065 -0.377035 0.0 -0.1 0.0 0.0774
H -2.032403 -2.621735 0.461464 -0.1 -0.1 0.0 0.0808
H -0.454662 -2.537956 1.261485 0.0 -0.1 0.1 0.0761
H -1.037500 0.063917 -2.097991 -0.1 -0.1 0.0 0.0362
H -2.487383 -0.793387 -1.536564 -0.1 0.0 0.0 0.0850
H -1.173895 -1.697599 -2.291924 0.0 -0.1 -0.1 0.0808
H 1.295384 1.262010 -2.800613 0.3 -0.2 0.1 -0.0187
H 0.177720 2.650931 -2.319948 -0.1 0.3 0.3 -0.0189
H -0.085069 1.768591 -3.918580 -0.2 -0.1 -0.3 -0.0190
```
Positions in Å, forces in eV/Å.

=====

| no. | E_tot (eV) |
| --- | --- |
| 1 | -35617.82509 |
| 2 | -52073.60562 |
| 3 | -11465.73633 |